ORCA calculation (ωB97M-V/def2-TZVPD) on C9H24O17P2S3Zr as an isolated structure in a non-equilibrium geometry.

The calculation puts the total energy at -3560.852754 Eh. Its charge is -2. The HOMO-LUMO gap comes out at 3.6 eV. As for the largest force on an atom: 12.044 eV/A. The calculation puts the highest occupied orbital energy at 0.48 eV. For the molecular weight, the calculation gives 653.647 g mol⁻¹.

CARTESIAN COORDINATES (ANGSTROEM)
Zr  32.409  -6.533  -29.233
P  34.929  -6.363  -28.668
O  34.197  -7.564  -29.214
O  33.802  -6.324  -27.668
O  34.268  -5.757  -29.913
O  36.268  -7.119  -28.665
P  30.645  -6.671  -31.110
O  31.717  -7.753  -30.699
O  31.807  -5.676  -31.016
O  30.387  -6.446  -29.568
O  29.681  -6.659  -32.368
O  31.275  -5.884  -26.992
S  31.106  -5.304  -25.634
O  29.862  -5.297  -24.902
O  32.207  -6.045  -24.685
C  32.096  -7.442  -24.615
C  32.758  -7.998  -23.330
C  31.945  -3.652  -25.600
H  32.468  -7.829  -25.564
H  31.069  -7.797  -24.527
H  33.786  -7.655  -23.219
H  32.791  -9.082  -23.438
H  32.133  -7.728  -22.479
H  32.150  -3.465  -24.546
H  31.249  -2.872  -25.911
H  32.850  -3.596  -26.205
O  33.207  -1.924  -28.182
S  32.620  -2.775  -29.236
O  32.304  -4.191  -28.916
O  31.222  -1.998  -29.720
C  31.331  -0.610  -29.987
C  30.585  -0.262  -31.308
C  33.626  -2.794  -30.774
H  32.361  -0.258  -30.045
H  30.951  -0.056  -29.129
H  29.506  -0.288  -31.158
H  30.747  -0.922  -32.160
H  30.783  0.749  -31.664
H  33.282  -3.634  -31.377
H  34.672  -2.940  -30.506
H  33.522  -1.861  -31.330
O  30.114  -9.176  -26.368
S  30.675  -9.339  -27.680
O  31.726  -8.358  -28.104
O  31.325  -10.857  -27.789
C  32.031  -11.261  -28.912
C  31.262  -12.554  -29.420
C  29.371  -9.451  -29.015
H  32.981  -11.512  -28.441
H  32.120  -10.481  -29.668
H  30.215  -12.338  -29.636
H  31.331  -13.475  -28.841
H  31.661  -12.764  -30.413
H  28.697  -10.250  -28.706
H  29.859  -9.778  -29.933
H  28.893  -8.495  -29.229